1.
# C25H22N2O6Ta

C25H22N2O6Ta as an isolated structure at a distorted geometry (ωB97M-V/def2-TZVPD, the OMol25 dataset).

```
56
Properties=species:S:1:pos:R:3:forces:R:3
Ta 0.093513 -0.275824 -0.209382 1.32 -0.71 -0.63
O -1.570866 3.358711 0.246889 0.01 -0.20 0.20
O -1.415623 -1.238666 0.204009 -1.23 -0.59 0.30
O 0.683145 -1.959396 -1.408731 0.02 0.03 -0.07
O 1.955127 -0.035187 0.243556 0.18 -0.05 0.12
O 0.015151 -0.171856 -2.449228 -0.09 -0.06 0.83
O -0.460513 1.432208 -0.010836 -0.50 1.00 0.06
N 0.333802 -0.520104 1.987725 -0.09 -0.03 -0.74
N 1.576049 -0.158140 2.479634 0.12 0.05 0.17
C 6.470192 0.943866 2.212737 -0.03 0.02 0.00
C 2.389643 0.081900 1.511049 -0.14 -0.11 0.38
C -2.714507 -1.799769 3.555808 0.06 0.01 0.06
C 5.577860 0.912428 3.279053 0.03 0.03 -0.01
C -0.518913 2.818946 0.257290 0.00 0.58 -0.44
C 4.769256 4.800332 1.390937 -0.02 -0.01 -0.01
C -4.348983 -2.481062 1.944587 0.05 0.01 0.08
C 6.021220 0.730412 0.916727 0.04 0.03 0.03
C 3.114721 3.680910 -0.130229 0.02 0.03 0.02
C 1.623468 2.521762 -1.762806 0.01 0.11 -0.01
C -0.061811 4.336338 2.684370 0.01 -0.01 -0.07
C 1.048805 4.070964 1.702790 -0.03 0.03 0.00
C 0.828053 3.383155 0.500329 0.03 -0.18 0.29
C -3.501054 -2.134265 0.906010 0.00 0.04 -0.22
C 2.334147 4.519379 1.967294 -0.01 0.01 0.01
C -2.259583 -1.603834 1.197080 -0.05 -0.03 0.38
C 3.789642 0.419147 1.755043 0.12 0.07 -0.21
C -3.961065 -2.313045 3.272336 -0.03 -0.02 -0.04
C 0.358119 -1.389014 -2.492233 0.10 -0.03 -0.23
C -0.529595 -0.941418 2.850938 0.04 0.01 0.04
C -1.840377 -1.433182 2.524467 -0.02 0.00 -0.09
C 4.239027 0.651687 3.055329 -0.06 -0.01 -0.01
C 1.853175 3.188241 -0.428585 0.00 -0.05 -0.10
C 4.681274 0.470104 0.685297 -0.07 0.01 -0.01
C 3.380142 4.329142 1.070068 -0.02 -0.02 -0.02
H 3.533653 0.618550 3.873720 0.02 0.00 0.02
H 0.338618 4.740460 3.611526 0.00 -0.02 0.01
H -3.793382 -2.260942 -0.127597 -0.01 0.00 0.01
H 4.321705 0.293044 -0.319500 0.01 0.00 0.00
H -4.631471 -2.588717 4.073510 0.00 0.00 0.00
H 5.932838 1.091238 4.284876 -0.01 -0.01 0.01
H 5.258887 5.206937 0.506459 0.01 0.01 0.01
H -0.220680 -0.937041 3.893331 0.01 0.01 -0.01
H 3.911060 3.564354 -0.857625 0.00 -0.01 0.00
H 6.718758 0.765428 0.090979 -0.01 -0.02 -0.01
H 0.569442 2.353397 -1.982855 0.13 0.08 -0.08
H 7.519465 1.135009 2.394845 0.00 0.02 0.00
H 0.361651 -1.938239 -3.435731 0.05 0.01 0.00
H -5.324570 -2.887645 1.715673 0.00 -0.01 0.00
H 2.521764 5.043586 2.897208 0.01 0.00 0.00
H -0.628263 3.432902 2.917299 0.01 0.00 0.02
H 5.373126 3.963288 1.746506 0.03 -0.03 0.02
H -0.769091 5.056113 2.272252 -0.01 0.00 0.02
H 2.024115 3.150243 -2.557647 0.01 -0.02 -0.03
H 4.762156 5.563101 2.167605 0.00 0.00 -0.01
H -2.394200 -1.669786 4.582211 -0.01 -0.01 0.00
H 2.149258 1.564959 -1.818290 0.00 0.03 -0.02
```
Positions in Å, forces in eV/Å.

The HOMO energy comes out at -11.55 eV. Its total energy is -43098.195 eV. The calculation puts the LUMO energy at -4.334 eV. The strongest force on any atom is 0.032 Eh/bohr. The energy above the lowest of the compared OMol25 structures with the same formula, charge and spin comes out at 0.0683 eV. The net charge is +1.

Here is what Löwdin gives for the atomic charges, in e: 1.955 0.206 -0.200 -0.102 -0.192 -0.085 -0.210 -0.089 0.115 -0.064 -0.354 -0.008 -0.061 -0.416 -0.028 -0.028 -0.061 -0.003 -0.031 -0.022 -0.187 -0.081 0.018 0.010 -0.254 -0.157 -0.049 -0.402 0.008 -0.134 -0.013 -0.203 -0.019 -0.242 0.114 0.083 0.131 0.116 0.117 0.112 0.087 0.150 0.131 0.112 0.071 0.112 0.162 0.121 0.123 0.085 0.077 0.096 0.100 0.083 0.126 0.071

2.
# C25H23AsN7OS9Sc

C25H23AsN7OS9Sc as an isolated structure at a distorted geometry (ωB97M-V/def2-TZVPD, the OMol25 dataset).

```
67
Properties=species:S:1:pos:R:3:forces:R:3
As 15.401581 8.773824 13.406652 1.32 0.58 0.23
Sc 12.966730 9.594964 10.049869 0.61 1.95 1.59
S 10.185314 6.996237 13.137566 0.36 -0.07 -0.87
S 14.958102 7.655794 8.275139 0.00 0.22 3.07
S 13.520630 10.261355 12.610542 -0.59 -0.43 0.00
S 12.238842 15.198594 14.926308 0.34 -0.40 0.17
S 14.601102 7.145610 14.516799 -0.70 -0.90 0.30
S 11.059958 9.938724 8.237797 0.41 -0.83 0.46
S 13.571650 11.565927 8.478696 -1.45 -0.71 -0.64
S 14.674850 11.100397 11.166148 0.05 -0.29 -0.33
S 16.479908 10.002646 14.859806 -0.48 -0.35 -0.64
O 14.050390 7.876761 9.569752 0.64 -0.66 -2.29
N 11.429918 8.267756 11.235835 -0.27 -1.88 1.03
N 11.260208 12.829726 11.220183 -0.51 0.00 0.18
N 9.442841 18.677481 14.288800 0.17 0.61 0.40
N 10.187462 8.791007 11.306616 -1.43 -0.61 0.91
N 12.573176 6.324362 11.996301 0.16 0.23 -0.38
N 10.048896 10.951253 4.982472 1.71 1.30 1.45
N 11.885785 14.667359 6.555879 -0.59 -2.37 0.20
C 18.055430 7.214437 10.871044 -0.49 -0.29 -1.28
C 10.729913 11.521798 5.761437 -2.64 -1.25 -1.73
C 11.684242 13.506827 6.646978 1.56 4.14 -0.21
C 18.922929 8.350284 8.914187 0.78 0.01 -0.27
C 19.147566 7.727206 10.135229 -0.60 -0.47 0.90
C 9.397846 8.204069 12.185696 0.88 1.79 -1.94
C 10.953847 13.193009 13.544706 -0.89 -0.22 0.63
C 11.482125 12.161955 6.760506 -0.10 -2.67 0.58
C 17.638112 8.446426 8.409341 -0.49 -0.05 -0.65
C 11.870942 14.200344 13.473018 1.45 1.25 0.72
C 14.942534 5.835850 8.074648 -2.03 0.27 -0.90
C 10.758617 18.865922 14.370018 -0.24 -0.57 -0.17
C 11.537560 7.213612 12.048982 1.36 0.39 -0.55
C 11.689303 17.828607 14.432280 -1.62 -0.36 1.00
C 16.771070 7.164496 10.272240 -0.39 0.38 1.50
C 9.760400 16.333323 14.491407 0.69 -0.82 0.10
C 12.005867 11.262957 7.771337 0.79 1.80 -1.01
C 12.152529 13.808416 11.177879 0.35 0.14 -0.02
C 12.603241 14.479660 12.329151 -0.78 -0.63 -0.57
C 7.937074 8.558316 12.143990 -0.24 -0.89 0.12
C 16.562691 7.824519 9.063875 1.00 -0.31 -0.48
C 11.158432 16.562419 14.631167 -0.87 -0.83 -1.15
C 10.693496 12.513465 12.392449 0.02 -1.58 -1.39
C 8.960840 17.434945 14.337408 -0.87 0.30 -0.09
C 7.582861 9.324139 10.852240 -1.03 -0.65 -0.33
H 7.725097 9.153724 13.029896 -0.44 -0.02 0.13
H 15.884470 6.756400 10.859731 1.42 0.49 -0.85
H 13.469463 15.136668 12.337079 -0.42 0.07 -0.09
H 15.902358 5.375428 7.901117 0.34 0.19 0.24
H 14.325777 5.744344 7.147872 0.46 -0.27 0.58
H 9.327728 15.298209 14.459280 0.62 1.17 0.32
H 18.175315 6.749986 11.844071 0.10 0.20 -0.07
H 8.078819 10.274031 10.844304 0.69 0.29 -0.30
H 14.338181 5.374481 8.883353 0.70 0.44 -0.22
H 12.962779 6.015929 12.882846 0.05 0.21 0.52
H 10.446452 12.943201 14.471697 0.16 0.06 -0.08
H 10.077664 11.584213 12.354734 0.31 0.92 0.20
H 17.525453 8.976663 7.458526 -0.33 -0.25 0.32
H 12.739464 17.961177 14.493928 0.74 0.31 -0.04
H 7.843870 8.711671 9.955259 0.01 0.72 0.69
H 6.503500 9.609461 10.748320 0.64 -0.66 0.48
H 20.152556 7.610616 10.556335 -0.39 0.25 -0.24
H 19.772616 8.719940 8.296846 -0.77 -0.13 0.69
H 12.492852 14.060376 10.171987 0.31 -0.12 0.32
H 7.409720 7.566372 12.208476 0.05 1.05 0.04
H 13.372106 6.596192 11.410340 -0.69 0.32 0.24
H 11.089339 19.882112 14.442566 0.12 0.53 -0.32
H 7.849284 17.359026 14.315933 0.95 -0.08 -0.20
```
Positions in Å, forces in eV/Å.

The HOMO energy comes out at -0.95 eV. Its total energy is -217836.214 eV. The calculation puts the LUMO energy at 3.247 eV. The strongest force on any atom is 0.086 Eh/bohr. The energy above the lowest of the compared OMol25 structures with the same formula, charge and spin comes out at 2.7513 eV. The net charge is -2.

Here is what Löwdin gives for the atomic charges, in e: -0.161 0.227 1.087 1.059 -0.145 0.979 -0.348 0.563 0.483 -0.120 -0.421 -0.651 -0.121 0.084 0.034 -0.007 0.078 0.087 0.092 -0.045 -0.320 -0.298 -0.102 -0.073 -0.619 -0.124 -0.431 -0.087 -0.517 -0.213 -0.155 -0.661 -0.081 -0.090 -0.073 -1.151 -0.139 -0.053 -0.246 -0.396 -0.525 -0.164 -0.174 -0.111 0.099 0.115 0.110 0.055 0.053 0.117 0.110 0.052 0.074 -0.018 0.108 0.109 0.113 0.088 0.088 0.076 0.105 0.113 0.104 0.110 0.060 0.091 0.112

3.
# C25H23BrF24I2N2O6

A 4-piece molecular cluster, C25H23BrF24I2N2O6 overall at a distorted geometry (ωB97M-V/def2-TZVPD, the OMol25 dataset).

```
83
Properties=species:S:1:pos:R:3:forces:R:3
I -0.473994 -0.621048 0.751977 0.08 0.33 0.09
I 7.017576 4.209783 -0.095472 -0.17 -0.14 -0.05
Br 4.521600 0.964234 1.973840 0.21 -0.04 0.03
F -8.364235 -2.391652 1.481088 0.00 0.02 0.17
F -11.688312 -3.157832 0.685616 0.02 -0.20 -0.12
F 9.431532 10.322981 -2.600103 -0.05 -0.18 0.08
F -10.166347 -7.539122 -0.031328 -0.02 -0.15 0.02
F 6.244723 9.186395 0.600247 0.02 0.12 0.12
F -4.709881 -6.195965 1.650299 0.14 0.09 0.11
F -12.139254 -6.521457 -1.619822 0.02 -0.01 0.02
F -0.084786 -5.929433 1.112028 0.05 -0.15 -0.02
F -2.610020 -5.901273 3.540709 -0.19 0.11 -0.13
F 8.330013 11.055983 -4.315857 0.04 0.10 -0.09
F -1.253445 -4.184043 1.715124 -0.03 -0.01 0.10
F -6.070867 -3.993650 2.346773 0.11 -0.02 0.05
F 9.730028 8.753674 -4.763345 -0.01 0.02 0.01
F -11.083123 -4.607681 -1.699299 -0.04 0.13 0.13
F -5.573321 -5.172518 -0.052885 -0.14 -0.04 -0.07
F -10.681552 -1.230528 0.854804 0.03 -0.02 0.00
F -3.939585 -3.551412 2.575727 0.11 -0.18 0.10
F -11.314431 -5.937711 0.871573 0.00 0.17 -0.08
F 8.148989 7.349559 0.910322 -0.03 -0.02 0.02
F -0.445751 -5.731697 3.750001 0.01 0.01 -0.04
F -9.105551 -2.920488 -0.502020 -0.11 -0.02 0.00
F 6.560780 7.931142 -1.158773 0.11 -0.03 -0.02
F 9.358619 8.222401 -0.678493 -0.03 0.06 -0.26
F 8.437350 7.699580 -3.348195 0.05 -0.01 0.20
O -3.405665 -5.025592 0.222334 0.13 0.32 0.62
O 3.453796 -1.119019 -2.260950 -0.14 0.00 -0.10
O 3.735561 -0.861106 -3.639352 -0.03 0.04 -0.07
O -9.198241 -5.586740 0.161189 -0.38 0.47 -0.37
O 7.180772 10.139774 -2.694850 0.21 -0.70 0.09
O 6.426971 1.367041 -0.601826 -0.47 0.78 0.17
N 0.986941 1.349187 -1.888683 0.98 -0.21 0.34
N 1.503482 2.898167 1.384978 1.24 -0.57 -0.60
C 2.418415 2.340963 0.941009 -1.68 0.53 0.94
C 7.091454 8.942951 -0.440922 -0.10 -0.16 -0.50
C -2.313688 -5.897273 0.480185 -0.10 -0.36 -0.53
C 1.651731 -1.988637 2.312256 -0.52 0.25 -0.33
C 1.560859 -0.714244 1.449129 0.23 -0.96 0.28
C 2.572358 -0.842096 0.310804 -0.52 0.18 0.48
C 8.396187 8.489698 0.221657 0.08 -0.01 0.22
C 4.375249 2.628417 -0.395728 -0.19 -0.01 0.55
C -10.931891 -5.925990 -1.486733 -0.01 -0.06 -0.18
C 2.982700 0.401763 -0.480803 0.41 -0.04 -0.41
C -10.398379 -6.207513 -0.076220 0.36 0.03 0.43
C -10.643899 -2.524282 1.249399 -0.02 0.21 0.17
C -9.009198 -4.597029 1.165861 0.14 -0.40 0.33
C 3.539288 1.582592 0.401853 0.02 0.15 -0.42
C 1.884303 0.946476 -1.282724 -1.35 0.33 -0.44
C 5.868856 2.403651 -0.412311 0.79 -0.60 -0.38
C -1.436577 -6.191230 2.951064 0.21 -0.15 0.10
C -4.901831 -3.814966 1.679312 -0.05 0.26 0.01
C 7.101444 10.233523 -1.279488 -0.13 0.63 -0.04
C 8.518027 8.764529 -4.165005 -0.03 -0.09 -0.17
C -1.301982 -5.523438 1.578785 -0.34 0.45 -0.11
C -4.603639 -5.092925 0.886104 0.30 -0.31 -0.30
C 4.037337 -0.060281 -1.510191 -0.05 -0.65 0.26
C -9.303458 -3.126651 0.817226 0.06 -0.26 -0.48
C 8.367286 10.077704 -3.385684 -0.23 0.36 0.31
H -9.472434 -4.886217 2.109513 -0.26 0.09 -0.07
H 6.112941 10.658926 -1.115612 -0.03 -0.04 0.00
H 4.308048 0.716194 -2.210669 0.20 0.20 0.02
H -4.999779 -2.964280 1.002219 -0.03 -0.05 -0.05
H 3.482618 -1.232692 0.756451 0.23 -0.01 0.02
H 1.030411 -2.762884 1.877666 0.14 -0.33 -0.13
H -2.638057 -6.933963 0.572006 -0.07 0.02 0.25
H -10.243423 -6.330998 -2.230883 0.02 -0.03 0.04
H -1.733965 -5.842616 -0.439555 0.03 0.04 0.01
H 7.811925 10.959493 -0.883967 0.20 -0.16 0.01
H -10.744762 -2.559490 2.337560 0.01 -0.04 0.00
H 4.151175 -1.691425 -3.907535 0.04 -0.03 0.06
H 2.675111 -2.343179 2.377113 0.20 0.00 0.20
H 1.236450 -1.805275 3.295719 0.08 0.05 0.25
H 8.759875 9.247273 0.920724 -0.04 0.02 -0.02
H 3.989280 2.679010 -1.410202 0.08 -0.03 -0.30
H 4.176967 3.599868 0.035564 0.07 0.18 0.11
H 4.896248 -0.452341 -0.971596 0.26 0.17 -0.06
H 7.736832 8.691952 -4.924079 0.00 0.05 0.01
H -7.940197 -4.625148 1.340690 0.08 0.05 -0.05
H -1.336048 -7.276261 2.860478 -0.02 0.01 -0.03
H 1.749668 0.121998 2.106411 -0.17 0.44 -0.19
H 2.211897 -1.612495 -0.360718 -0.01 0.01 -0.34
```
Positions in Å, forces in eV/Å.

Its SMILES is C[C@H](I)C[C@](C#N)(COO)[C@](Br)(C#N)CC(=O)I.FC(F)C(F)(F)COC(F)(F)C(F)F.FC(F)C(F)(F)COC(F)(F)C(F)F.FC(F)C(F)(F)COC(F)(F)C(F)F. The HOMO energy comes out at -9.17 eV. Its total energy is -193022.475 eV. The calculation puts the LUMO energy at -0.257 eV. The strongest force on any atom is 0.039 Eh/bohr.

Here is what Löwdin gives for the atomic charges, in e: 0.887 0.900 0.935 0.099 0.100 0.154 0.140 0.103 0.154 0.098 0.099 0.102 0.144 0.105 0.082 0.101 0.105 0.143 0.097 0.112 0.153 0.048 0.097 0.135 0.114 0.102 0.103 0.052 -0.137 0.003 0.049 0.048 -0.006 0.221 0.233 -0.300 -0.442 -0.034 -0.168 -0.759 -0.246 -0.307 -0.211 -0.290 -0.397 -0.543 -0.309 -0.032 -0.660 -0.225 -0.865 -0.308 -0.278 -0.036 -0.289 -0.442 -0.540 -0.143 -0.435 -0.542 0.151 0.149 0.127 0.180 0.086 0.030 0.147 0.174 0.149 0.147 0.172 0.107 0.076 0.078 0.174 0.139 0.085 0.131 0.175 0.116 0.173 0.039 0.122

Which of these has the lowest HOMO energy? C25H22N2O6Ta